# 1
68
Properties=species:S:1:pos:R:3:lowdin_charge:R:1 method="wB97M-V/def2-TZVPD" spin_multiplicity=1 total_energy_ev=-49674.251 charge=+3 orbital_gap_ev=7.7
Zr 0.3576 0.3032 -1.4950 1.8065
C 1.1322 -1.2737 -4.2119 -0.1413
C -0.1926 -1.8733 -3.8029 -0.1420
N -1.0135 -0.8796 -3.0357 -0.1352
C -2.0746 -1.5790 -2.2615 -0.0942
C -1.4040 -2.3030 -1.1274 -0.2467
C -1.8941 -3.4508 -0.5439 0.0400
C -1.1588 -4.0377 0.4811 0.0285
C 0.0370 -3.4668 0.8855 0.0354
C 0.4686 -2.3083 0.2608 -0.2388
C 1.7252 -1.6032 0.7009 -0.0963
N 2.2053 -0.5396 -0.2410 -0.1231
C 3.3054 -1.0299 -1.1247 -0.1468
C 2.7094 -1.7305 -2.3255 -0.1551
N 1.8523 -0.7336 -3.0209 -0.1498
N -0.2410 -1.7497 -0.7283 -0.0003
H 1.7462 -2.0235 -4.7160 0.1465
H 0.9875 -0.4499 -4.9124 0.1321
H -0.7505 -2.2028 -4.6820 0.1522
H -0.0431 -2.7471 -3.1682 0.1264
H -1.4717 -0.2748 -3.7126 0.1279
H -2.7792 -0.8307 -1.8832 0.1456
H -2.6399 -2.2664 -2.8948 0.1510
H -2.8217 -3.8877 -0.8878 0.1421
H -1.5132 -4.9463 0.9501 0.1400
H 0.6317 -3.9171 1.6687 0.1424
H 1.5297 -1.1374 1.6692 0.1166
H 2.5238 -2.3334 0.8532 0.1458
H 2.5817 0.2060 0.3409 0.1358
H 3.8853 -0.1597 -1.4440 0.1401
H 3.9800 -1.6881 -0.5741 0.1404
H 3.4908 -2.0993 -2.9936 0.1496
H 2.0946 -2.5834 -2.0294 0.1270
H 2.4950 -0.0267 -3.3727 0.1156
C -0.9383 2.2453 -2.3052 -0.1542
C -0.0836 1.9099 -3.3910 -0.1675
C 1.2353 2.1677 -2.9959 -0.1543
C 1.2159 2.6455 -1.6599 -0.1433
C -0.1350 2.7429 -1.2660 -0.1558
H -2.0208 2.2496 -2.3151 0.1387
H -0.4015 1.6387 -4.3875 0.1311
H 2.1060 2.1429 -3.6359 0.1349
H 2.0680 3.0354 -1.1203 0.1341
H -0.4964 3.1706 -0.3470 0.1059
O -0.2599 0.6246 0.5044 -0.6646
S -1.3613 0.8671 1.5915 1.1400
C -0.7980 0.0001 3.0039 -0.4001
C 0.4404 0.2225 3.6113 -0.0797
C 0.7537 -0.4900 4.7527 -0.0332
C -0.1637 -1.3951 5.2893 -0.0206
C -1.3908 -1.6024 4.6834 -0.0339
C -1.7170 -0.9046 3.5246 -0.0702
C -1.3299 2.5661 2.0101 -0.4199
C -2.5923 3.1395 2.1211 -0.0633
C -2.6900 4.4680 2.5229 -0.0258
C -1.5410 5.1934 2.7854 -0.0149
C -0.2794 4.6100 2.6540 -0.0294
C -0.1632 3.2882 2.2723 -0.0822
H 1.1395 0.9465 3.2178 0.1058
H 1.7018 -0.3291 5.2471 0.1260
H 0.0836 -1.9305 6.1957 0.1285
H -2.1005 -2.2970 5.1110 0.1263
H -2.6777 -1.0519 3.0479 0.1156
H -3.4845 2.5643 1.9108 0.1172
H -3.6624 4.9287 2.6229 0.1283
H -1.6195 6.2269 3.0941 0.1296
H 0.6072 5.1930 2.8618 0.1260
H 0.8139 2.8371 2.1666 0.1073

# 2
71
Properties=species:S:1:pos:R:3:lowdin_charge:R:1 method="wB97M-V/def2-TZVPD" spin_multiplicity=1 total_energy_ev=-47263.972 orbital_gap_ev=8.5
C -1.0613 -3.8514 0.3390 -0.0555
H -1.1048 -4.3043 -0.6499 0.0862
H -0.0554 -3.4753 0.5112 0.0622
H -1.2600 -4.6235 1.0782 0.0808
C -2.0929 -2.7322 0.4664 -0.3681
C -3.5076 -3.2962 0.3644 -0.0475
H -3.6731 -3.7356 -0.6170 0.0913
H -3.6567 -4.0655 1.1181 0.0823
H -4.2464 -2.5152 0.5200 0.0636
H -1.9724 -2.2558 1.4422 0.1305
C -1.8790 -1.6682 -0.6293 -0.1705
N -0.5382 -1.0959 -0.5897 0.1428
C 0.0648 -0.5906 0.5090 -0.4660
O -0.4996 -0.4201 1.5832 0.0543
N 1.3960 -0.2328 0.3758 0.0978
C 2.2829 -0.6699 -0.6097 -0.1542
C 2.1447 -1.8698 -1.3023 -0.0138
C 3.0655 -2.2424 -2.2662 -0.0775
C 4.1520 -1.4351 -2.5509 -0.0850
C 4.3292 -0.2599 -1.8436 -0.0179
C 3.4130 0.1195 -0.8754 -0.1983
N 3.5986 1.2993 -0.1634 0.1598
C 2.8455 1.6871 0.8907 -0.4428
O 2.9414 2.7979 1.3725 0.0731
C 1.9066 0.6295 1.4345 -0.1572
H 1.0384 1.1469 1.8585 0.1508
C 2.5525 -0.1685 2.5972 -0.3389
C 2.6667 0.7271 3.8280 -0.0540
H 1.6820 1.0516 4.1543 0.0847
H 3.2633 1.6086 3.6060 0.0769
H 3.1382 0.1849 4.6438 0.0798
C 3.9108 -0.7655 2.2390 -0.0484
H 3.8462 -1.4132 1.3677 0.0757
H 4.2763 -1.3599 3.0736 0.0828
H 4.6388 0.0188 2.0410 0.0859
H 1.8573 -0.9849 2.8210 0.1410
H 4.3002 1.9476 -0.4987 0.1666
H 5.1812 0.3745 -2.0389 0.1150
H 4.8642 -1.7220 -3.3082 0.1032
H 2.9312 -3.1756 -2.7907 0.1044
H 1.3249 -2.5311 -1.0753 0.0988
H -0.1178 -0.8868 -1.4825 0.1246
C -2.9889 -0.6042 -0.5648 -0.4651
O -3.8500 -0.5177 -1.4197 0.0848
N -2.9388 0.1764 0.5201 0.1478
H -2.1607 0.0736 1.1681 0.1103
C -3.8436 1.2933 0.6662 -0.1798
C -5.2622 0.8501 0.3112 -0.5076
O -6.0471 1.4960 -0.3232 0.1247
O -5.5704 -0.3241 0.8744 0.1083
H -6.4596 -0.5947 0.5963 0.1398
H -3.8398 1.5787 1.7234 0.1685
C -3.4428 2.4912 -0.2201 -0.0696
C -1.9678 2.7177 -0.2575 -0.1697
C -1.1996 3.4323 0.6168 -0.0319
N 0.1036 3.4551 0.1992 0.0989
C 0.2062 2.7409 -0.9565 -0.2095
C 1.2975 2.5149 -1.7864 -0.0285
C 1.1118 1.7084 -2.8876 -0.0922
C -0.1440 1.1687 -3.1844 -0.1017
C -1.2474 1.4468 -2.4078 -0.0279
C -1.0808 2.2387 -1.2709 -0.1243
H -2.2190 1.0572 -2.6694 0.1093
H -0.2491 0.5466 -4.0619 0.1016
H 1.9438 1.4983 -3.5441 0.1025
H 2.2500 2.9785 -1.5816 0.1075
H 0.8762 3.8699 0.6961 0.1419
H -1.4937 3.9468 1.5118 0.1251
H -3.9593 3.3785 0.1475 0.1289
H -3.7975 2.2886 -1.2314 0.1239
H -1.9745 -2.1528 -1.6069 0.1648